No. 1
Entry from OMol25: C45H58B2IKN7O5P as an isolated structure (ωB97M-V with the def2-TZVPD basis set).

ORCA input file:
```
! RIJCOSX wB97M-V def2-TZVPD def2/J DEFGRID3
* xyz -2 1
K -0.111 -0.430 -0.060
C -2.818 3.899 0.383
C -2.435 3.393 1.769
C -3.384 3.962 2.828
C -2.414 1.892 1.819
C -3.233 0.965 1.146
C -2.801 -0.261 1.606
N -1.790 -0.048 2.470
N -1.553 1.269 2.617
B -1.050 -1.122 3.310
N -1.089 -2.471 2.549
C -1.978 -3.465 2.702
C -1.687 -4.455 1.788
C -0.573 -3.957 1.090
N -0.216 -2.768 1.562
C 0.184 -4.569 -0.054
C 0.437 -6.059 0.176
C -0.528 -4.340 -1.386
N 0.386 -0.676 3.574
C 1.069 -0.910 4.708
C 2.348 -0.427 4.546
C 2.351 0.098 3.239
N 1.166 -0.054 2.667
C 3.478 0.827 2.564
C 3.494 2.293 3.004
C 3.412 0.720 1.049
H -2.830 4.992 0.350
H -3.814 3.547 0.101
H -2.121 3.533 -0.375
H -1.418 3.720 2.004
H -4.406 3.619 2.646
H -3.383 5.056 2.812
H -3.089 3.625 3.822
H -3.996 1.142 0.405
H -3.109 -1.259 1.333
H -1.606 -1.302 4.374
H -2.752 -3.384 3.449
H -2.220 -5.376 1.623
H 1.148 -4.053 -0.084
H -0.504 -6.616 0.166
H 0.922 -6.238 1.137
H 1.071 -6.469 -0.615
H -1.526 -4.788 -1.369
H 0.040 -4.785 -2.208
H -0.671 -3.280 -1.591
H 0.584 -1.403 5.534
H 3.163 -0.448 5.252
H 4.411 0.359 2.896
H 2.561 2.777 2.705
H 4.329 2.827 2.541
H 3.587 2.383 4.089
H 2.515 1.215 0.671
H 3.390 -0.317 0.722
H 4.290 1.181 0.591
O -4.031 -2.383 -0.570
C -3.396 -1.591 -1.276
O -2.151 -1.405 -1.319
C -4.194 -0.663 -2.199
C -5.580 -0.778 -2.214
C -6.357 0.014 -3.040
C -5.735 0.931 -3.875
C -4.354 1.053 -3.867
C -3.557 0.274 -3.022
P -1.717 0.489 -2.955
C -1.071 -0.924 -3.915
C 0.298 -0.932 -4.169
C 0.893 -1.999 -4.826
C 0.119 -3.076 -5.236
C -1.247 -3.074 -4.990
C -1.839 -2.006 -4.333
C -1.543 1.841 -4.205
C -1.154 1.681 -5.533
C -0.996 2.780 -6.370
C -1.239 4.060 -5.899
C -1.633 4.236 -4.578
C -1.767 3.139 -3.743
H -6.008 -1.518 -1.549
H -7.436 -0.087 -3.037
H -6.320 1.555 -4.542
H -3.899 1.773 -4.532
H 0.915 -0.110 -3.832
H 1.964 -1.987 -4.990
H 0.582 -3.922 -5.730
H -1.854 -3.919 -5.292
H -2.901 -2.023 -4.121
H -0.971 0.686 -5.920
H -0.686 2.628 -7.397
H -1.117 4.916 -6.552
H -1.822 5.231 -4.190
H -2.047 3.289 -2.706
N 3.421 -0.033 -3.220
C 2.971 -0.760 -2.133
O 1.961 -0.411 -1.518
C 3.712 -1.957 -1.823
I 6.575 -0.473 -1.602
H 3.010 0.890 -3.239
H 4.435 -0.033 -3.296
H 4.313 -2.439 -2.575
H 3.539 -2.446 -0.878
C 3.204 3.554 -1.860
C 1.834 4.199 -1.720
C 1.606 5.215 -2.824
O 0.848 3.129 -1.888
B 0.474 2.752 -0.636
O 0.933 3.550 0.364
C 1.529 4.718 -0.283
C 0.465 5.808 -0.242
C 2.750 5.124 0.516
H 3.282 3.127 -2.859
H 3.358 2.762 -1.127
H 4.004 4.288 -1.748
H 1.819 4.754 -3.788
H 2.268 6.076 -2.698
H 0.575 5.562 -2.840
H -0.419 5.513 -0.808
H 0.842 6.750 -0.645
H 0.166 5.963 0.794
H 3.428 4.285 0.651
H 2.443 5.472 1.503
H 3.285 5.937 0.017
*
```

Results
ΔE to the lowest compared entry with this formula, charge and spin, kJ/mol: 39.51
Orbital gap (alpha / beta), eV: 6.30 / 6.75
Maximum force, eV Å⁻¹: 0.444
E_LUMO (alpha / beta), hartree: 0.1337 / 0.1360
Highest occupied orbital energy (alpha / beta), eV: -2.7 / -3.1

No. 2
Entry from OMol25: a 12-piece molecular cluster, C45H58N11O overall (ωB97M-V with the def2-TZVPD basis set).

ORCA input file:
```
! RIJCOSX wB97M-V def2-TZVPD def2/J DEFGRID3
* xyz -1 1
C 11.433 41.103 43.847
O 12.259 40.718 42.778
H 11.755 42.126 44.178
H 11.442 40.220 44.363
H 10.476 41.277 43.608
N 11.580 45.557 43.552
C 10.747 46.704 43.432
C 10.598 47.127 44.767
C 11.098 46.188 45.695
C 11.762 45.307 44.881
H 11.958 45.014 42.876
H 10.743 47.202 42.461
H 9.999 48.052 44.828
H 11.043 45.927 46.833
H 12.314 44.358 45.225
N 12.021 39.863 48.401
C 11.637 38.957 49.387
C 12.333 37.852 49.117
C 13.204 38.237 47.799
C 12.885 39.480 47.379
H 11.629 40.812 48.439
H 11.038 39.226 50.434
H 12.454 36.811 49.604
H 13.824 37.604 47.297
H 13.084 39.892 46.382
N 9.564 39.797 41.795
C 9.243 39.985 40.425
C 7.920 39.733 40.287
C 7.488 39.143 41.640
C 8.540 39.221 42.477
H 10.425 39.942 42.225
H 9.883 40.487 39.655
H 7.388 39.695 39.267
H 6.345 38.762 41.879
H 8.599 38.961 43.623
N 9.930 42.355 48.294
C 10.660 42.950 47.341
C 11.770 43.406 48.003
C 11.663 43.039 49.479
C 10.466 42.452 49.550
H 9.023 42.194 47.951
H 10.528 43.152 46.387
H 12.661 43.891 47.693
H 12.411 43.199 50.124
H 9.762 42.044 50.310
N 7.743 42.348 42.961
C 6.367 42.567 43.220
C 6.260 43.827 43.904
C 7.764 44.279 44.021
C 8.632 43.340 43.463
H 8.090 41.590 42.510
H 5.420 42.020 42.961
H 5.412 44.296 44.152
H 8.087 45.185 44.323
H 9.828 43.490 43.440
N 12.382 43.208 41.671
C 13.425 43.960 41.423
C 13.027 44.959 40.575
C 11.583 44.860 40.352
C 11.268 43.684 41.063
H 12.283 42.421 42.312
H 14.437 43.856 41.933
H 13.759 45.518 40.078
H 11.013 45.273 39.523
H 10.319 43.080 41.176
N 10.248 37.340 46.868
C 9.865 37.365 45.612
C 8.659 36.535 45.521
C 8.344 36.194 46.952
C 9.285 36.739 47.783
H 11.139 37.842 47.513
H 10.368 37.854 44.951
H 8.220 36.232 44.458
H 7.707 35.396 47.208
H 9.382 36.496 48.807
N 12.501 37.941 43.324
C 13.019 37.060 44.205
C 12.833 35.805 43.973
C 11.895 35.928 42.745
C 11.757 37.251 42.499
H 12.554 39.012 43.381
H 13.409 37.518 45.047
H 13.256 34.926 44.488
H 11.517 35.047 42.167
H 11.144 37.659 41.661
N 7.593 42.004 46.342
C 6.938 42.202 47.499
C 6.961 40.955 48.190
C 7.843 40.006 47.395
C 8.247 40.726 46.267
H 7.549 42.658 45.381
H 6.487 43.219 47.658
H 6.488 40.895 49.107
H 8.024 38.844 47.701
H 8.890 40.413 45.438
N 12.959 41.584 39.279
C 13.034 42.031 37.964
C 13.034 40.953 37.065
C 12.923 39.762 38.097
C 12.885 40.340 39.325
H 12.840 42.327 40.000
H 12.896 42.999 37.639
H 13.123 41.035 36.043
H 12.785 38.759 37.644
H 12.673 39.684 40.265
N 14.732 40.545 44.340
C 14.800 41.705 45.121
C 15.894 41.312 46.067
C 16.212 39.941 45.813
C 15.490 39.458 44.764
H 14.002 40.620 43.743
H 14.266 42.529 45.260
H 16.271 41.890 46.910
H 16.869 39.367 46.447
H 15.385 38.478 44.191
*
```

Results
ΔE to the lowest compared entry with this formula, charge and spin, kJ/mol: 760.17
Orbital gap, eV: 8.16
Maximum force, eV Å⁻¹: 10.819
E_LUMO, hartree: 0.0968
Highest occupied orbital energy, eV: -5.5